Entry one
{"formula": "C6H9N3O", "method": "the ωB97M-V functional and the def2-TZVPD basis", "orbital_gap_ha": 0.3173, "lumo_energy_ev": 0.40, "elements": ["C", "C", "C", "C", "C", "C", "H", "H", "H", "H", "H", "H", "H", "H", "H", "N", "N", "N", "O"], "xyz": [[0.4595, -3.1795, -0.9420], [-0.2458, -1.8903, -0.5773], [0.1747, 0.4230, -0.0862], [-0.4093, 2.3475, -0.8299], [-0.1670, 2.5842, 0.5072], [0.6564, 0.8973, 2.2700], [-0.0423, -3.7370, -1.8746], [0.3746, -3.7422, 0.1485], [1.4472, -3.0250, -0.9491], [0.8595, -1.2897, 0.9335], [-0.8121, 3.1933, -1.6133], [-0.1899, 3.3883, 1.3889], [1.8782, 0.2953, 2.1858], [0.7743, 1.8943, 2.7593], [0.0470, 0.1572, 2.8475], [0.6359, -0.8853, -0.0287], [-0.2584, 1.0660, -1.1892], [0.2829, 1.2889, 0.9335], [-1.4712, -1.8143, -0.7359]], "lowdin_charge": [-0.014, -0.480, -0.385, -0.217, -0.063, -0.059, 0.144, 0.146, 0.001, 0.151, 0.147, 0.145, 0.172, 0.076, 0.084, 0.124, 0.101, -0.140, 0.065]}



Entry two
{"formula": "C6H9N3O", "method": "the ωB97M-V functional and the def2-TZVPD basis", "orbital_gap_ha": 0.3666, "smiles": "O=Cn1ccnc1.C=NC", "lumo_energy_ev": 0.64, "elements": ["O", "C", "N", "C", "C", "N", "C", "H", "H", "H", "H", "C", "N", "C", "H", "H", "H", "H", "H"], "xyz": [[0.6058, -2.6832, 0.5811], [1.0834, -2.0020, -0.2484], [0.5054, -1.1207, -1.0622], [1.1417, -0.1122, -1.7401], [0.2006, 0.5541, -2.4157], [-1.0862, 0.0951, -2.0270], [-0.7945, -0.9472, -1.3084], [2.2681, -1.9513, -0.3557], [2.2281, -0.1223, -1.8925], [0.2679, 1.5231, -2.8840], [-1.5893, -1.6905, -0.8964], [-1.5805, 0.0646, 1.7888], [-0.3773, 0.4059, 2.0754], [0.2559, 1.7375, 1.7458], [-1.8807, -0.8858, 2.2373], [-2.4344, 0.7210, 1.3864], [0.1822, 2.4594, 2.6740], [1.2605, 1.7589, 1.3885], [-0.2567, 2.1956, 0.9530]], "lowdin_charge": [0.107, -0.333, -0.054, -0.086, -0.119, 0.089, -0.203, 0.172, 0.129, 0.099, 0.173, -0.103, -0.084, -0.127, 0.060, 0.095, 0.112, 0.043, 0.030]}



Entry three
{"formula": "C6H9N3O", "method": "the ωB97M-V functional and the def2-TZVPD basis", "orbital_gap_ha": 0.3680, "smiles": "CC[C@](C)(O)C1(C#N)N=N1", "lumo_energy_ev": -0.44, "elements": ["C", "C", "C", "C", "O", "C", "C", "N", "N", "N", "H", "H", "H", "H", "H", "H", "H", "H", "H"], "xyz": [[-0.2882, -1.9018, 1.0217], [0.4166, -0.5963, 0.8956], [-0.1610, 0.5640, 0.2467], [0.5839, 1.9456, 0.4625], [-1.4773, 0.7860, 0.5388], [-0.0744, 0.3219, -1.5899], [0.7045, -0.7523, -2.1297], [1.4248, -1.6396, -2.3420], [-1.3072, 0.8453, -2.1630], [-0.2973, 1.6021, -2.2490], [0.2015, -2.6470, 1.6562], [-0.7110, -2.2494, 0.0797], [-1.2715, -1.7293, 1.6919], [1.2974, -0.8555, 0.2300], [0.7179, -0.2908, 1.9052], [0.3232, 2.2863, 1.4705], [1.6789, 1.6762, 0.5453], [0.2102, 2.5561, -0.3296], [-1.9709, 0.0784, 0.0591]], "lowdin_charge": [-0.104, -0.263, -0.495, 0.007, 0.002, -0.359, -0.171, 0.170, 0.163, 0.157, 0.078, 0.071, 0.119, 0.123, 0.132, 0.089, 0.109, 0.048, 0.122]}



We find entry two to be the most stable, with the next structure 0.0084 hartree higher.



Entry one
{"formula": "C2HO3S", "method": "the ωB97M-V functional and the def2-TZVPD basis", "orbital_gap_ha": [0.2876, 0.2877], "smiles": "C#CS(=O)(=O)[O-]", "lumo_energy_ev": [2.87, 2.88], "charge": -1, "elements": ["C", "C", "S", "O", "O", "O", "H"], "xyz": [[-2.1340, -0.2071, 0.2075], [-0.5763, 0.3082, -0.1511], [1.1948, -0.0290, 0.0039], [1.4541, -1.0194, -1.0354], [1.3074, -0.5157, 1.3748], [1.8035, 1.2734, -0.2304], [-3.0495, 0.1896, -0.1693]], "lowdin_charge": [0.037, -0.066, 0.261, -0.379, -0.364, -0.380, -0.109]}



Entry two
{"formula": "C2HO3S", "method": "the ωB97M-V functional and the def2-TZVPD basis", "orbital_gap_ha": 0.3096, "lumo_energy_ev": 3.64, "charge": -1, "elements": ["C", "C", "O", "O", "O", "S", "H"], "xyz": [[0.5472, -0.2752, -0.0719], [1.7617, 0.7338, 0.3726], [1.6272, 1.9639, 0.3436], [2.6376, -0.0227, 0.8382], [-0.2083, -2.7324, -0.0173], [0.9851, -1.8160, 0.3940], [-0.5212, -0.0487, -0.4930]], "lowdin_charge": [-0.275, -0.801, -0.059, -0.176, -0.709, 0.931, 0.090]}



We find entry two to be the most stable, with the next structure 0.1917 hartree higher.



Entry one
{"formula": "C2H2Cl2O2", "method": "the ωB97M-V functional and the def2-TZVPD basis", "orbital_gap_ha": 0.4322, "smiles": "ClCCl.O=C=O", "lumo_energy_ev": 0.55, "elements": ["Cl", "C", "Cl", "H", "H", "O", "C", "O"], "xyz": [[0.7615, 1.6928, -0.4429], [1.4285, 0.0299, -0.1605], [0.9336, -1.1335, -1.4492], [0.8700, -0.3515, 0.7802], [2.5489, -0.0496, -0.1605], [-2.8367, 0.1840, -0.4262], [-2.1231, -0.0592, 0.4462], [-1.5826, -0.3129, 1.4130]], "lowdin_charge": [0.482, -0.964, 0.465, 0.036, 0.042, 0.209, -0.476, 0.205]}



Entry two
{"formula": "C2H2Cl2O2", "method": "the ωB97M-V functional and the def2-TZVPD basis", "orbital_gap_ha": 0.3980, "smiles": "O=C(Cl)Cl.C=O", "lumo_energy_ev": 0.53, "elements": ["O", "C", "Cl", "Cl", "C", "O", "H", "H"], "xyz": [[-1.7312, 1.9855, -0.2787], [-0.8965, 1.5973, -1.0158], [0.7130, 2.1561, -0.9897], [-1.3061, 0.3707, -2.1822], [0.7718, -1.4931, 1.1517], [1.3351, -0.4633, 1.1070], [0.2469, -1.8509, 0.1983], [0.8670, -2.3023, 2.0094]], "lowdin_charge": [-0.017, -1.330, 0.708, 0.643, -0.184, -0.015, 0.086, 0.108]}



Entry three
{"formula": "C2H2Cl2O2", "method": "the ωB97M-V functional and the def2-TZVPD basis", "orbital_gap_ha": 0.4053, "smiles": "Cl[C@@H]1OO[C@H]1Cl", "lumo_energy_ev": 0.77, "elements": ["Cl", "C", "O", "O", "C", "Cl", "H", "H"], "xyz": [[1.9646, 0.4476, -0.0781], [0.6085, -0.5231, 0.4837], [0.6178, -1.9554, 0.3665], [-0.5844, -1.9786, -0.3860], [-0.6179, -0.4434, -0.4552], [-2.0461, 0.4414, 0.0395], [0.4180, -0.1411, 1.4161], [-0.3018, -0.1103, -1.5605]], "lowdin_charge": [0.669, -0.714, -0.073, -0.086, -0.673, 0.669, 0.063, 0.145]}



We find entry one to be the most stable, with the next structure 0.0617 hartree higher.



Entry one
{"formula": "C2H5NO", "method": "the ωB97M-V functional and the def2-TZVPD basis", "orbital_gap_ha": [0.1483, 0.2695], "spin_multiplicity": 2, "lumo_energy_ev": [4.71, 4.57], "charge": -1, "elements": ["O", "C", "C", "N", "H", "H", "H", "H", "H"], "xyz": [[-0.5580, 1.6620, 1.6516], [-0.1777, 0.5158, 1.2404], [-0.1498, 0.2882, -0.2698], [0.4802, -1.0034, -0.6676], [0.4622, -0.2121, 1.7778], [0.4225, 1.1000, -0.7593], [-1.1826, 0.2841, -0.6291], [-0.2734, -1.6716, -0.7930], [0.9766, -0.9630, -1.5510]], "lowdin_charge": [-0.268, -0.527, -0.370, -0.064, 0.029, 0.075, 0.074, 0.029, 0.022]}



Entry two
{"formula": "C2H5NO", "method": "the ωB97M-V functional and the def2-TZVPD basis", "orbital_gap_ha": [0.1463, 0.2721], "spin_multiplicity": 2, "lumo_energy_ev": [4.83, 4.63], "charge": -1, "elements": ["O", "C", "C", "N", "H", "H", "H", "H", "H"], "xyz": [[-0.8043, -0.6563, -2.1574], [-0.8382, -0.1486, -0.9925], [0.4293, 0.0164, -0.2086], [0.2147, 0.3487, 1.1740], [-1.7184, 0.1274, -0.3477], [1.1276, 0.7529, -0.6799], [0.9211, -0.9658, -0.3056], [0.9273, 0.7959, 1.7162], [-0.2592, -0.2706, 1.8015]], "lowdin_charge": [-0.261, -0.518, -0.404, -0.062, 0.037, 0.085, 0.074, 0.018, 0.030]}



We find entry one to be the most stable, with the next structure 0.0052 hartree higher.



Entry one
{"formula": "C4H12OS", "method": "the ωB97M-V functional and the def2-TZVPD basis", "orbital_gap_ha": 0.3428, "smiles": "CCO.CSC", "lumo_energy_ev": 0.88, "elements": ["C", "C", "O", "H", "H", "H", "H", "H", "H", "C", "S", "C", "H", "H", "H", "H", "H", "H"], "xyz": [[6.1367, 0.3157, -0.7625], [4.6685, 0.2915, -1.2254], [4.6155, 0.6116, -2.6199], [6.7888, -0.2221, -1.5004], [6.1025, 0.1122, 0.3528], [6.5455, 1.3249, -0.7331], [4.2449, -0.6282, -0.8542], [4.0650, 1.0662, -0.7733], [3.6937, 0.5620, -2.8797], [-3.4108, -1.7752, 1.0881], [-3.9282, -0.1327, 1.7303], [-4.4154, 0.8452, 0.3657], [-2.7522, -2.1659, 1.9158], [-4.1744, -2.4758, 0.7788], [-2.7590, -1.5162, 0.2179], [-5.3107, 0.2890, -0.0544], [-3.6836, 0.9497, -0.6586], [-4.7073, 1.8719, 0.6672]], "lowdin_charge": [-0.095, -0.330, -0.083, 0.091, 0.091, 0.056, 0.096, 0.100, 0.075, -0.412, 0.692, -0.540, 0.041, 0.022, 0.034, 0.029, 0.108, 0.026]}



Entry two
{"formula": "C4H12OS", "method": "the ωB97M-V functional and the def2-TZVPD basis", "orbital_gap_ha": 0.3403, "smiles": "CCO.CSC", "lumo_energy_ev": 0.84, "elements": ["C", "C", "O", "H", "H", "H", "H", "H", "H", "C", "S", "C", "H", "H", "H", "H", "H", "H"], "xyz": [[-1.7011, -0.6535, -1.2242], [-2.0462, 0.3298, -0.1457], [-1.2407, 0.1264, 1.0611], [-1.2619, -0.1973, -2.0642], [-0.8962, -1.2554, -0.8328], [-2.5754, -1.1692, -1.5919], [-3.0973, 0.2757, 0.1220], [-1.7673, 1.3306, -0.5738], [-1.2749, 1.0185, 1.4411], [1.6846, 0.3765, 1.6839], [1.4946, 1.3362, 0.0810], [1.7521, -0.3125, -0.8398], [2.7576, 0.1890, 1.8669], [1.2201, -0.6042, 1.6494], [1.2702, 0.9861, 2.5019], [1.5216, -1.2447, -0.4038], [1.3345, -0.1826, -1.8121], [2.8257, -0.3494, -0.9191]], "lowdin_charge": [-0.089, -0.296, -0.143, 0.049, 0.064, 0.073, 0.102, 0.112, 0.072, -0.413, 0.710, -0.370, 0.034, 0.019, 0.029, 0.021, 0.009, 0.015]}



Entry three
{"formula": "C4H12OS", "method": "the ωB97M-V functional and the def2-TZVPD basis", "orbital_gap_ha": 0.3532, "smiles": "CCCCS.O", "lumo_energy_ev": 0.75, "elements": ["C", "C", "C", "C", "S", "H", "H", "H", "H", "H", "H", "H", "H", "H", "H", "O", "H", "H"], "xyz": [[-0.8233, 1.7330, -1.1959], [0.5695, 1.3898, -0.6623], [0.5773, 0.7733, 0.8063], [1.9015, -0.0383, 1.1991], [1.3814, -1.2878, 2.4939], [-0.8828, 2.4896, -1.8277], [-1.3653, 0.9392, -1.6405], [-1.5895, 2.0376, -0.4606], [1.1777, 2.2172, -0.9346], [1.0453, 0.5338, -1.3358], [-0.2732, 0.1237, 0.9015], [0.4035, 1.6718, 1.3113], [2.5820, 0.6087, 1.7963], [2.3875, -0.5746, 0.3470], [0.9242, -0.3764, 3.3520], [-2.7050, -3.9671, -0.9551], [-3.0987, -4.6697, -1.4308], [-2.2122, -3.6039, -1.7642]], "lowdin_charge": [-0.120, -0.242, -0.264, -0.502, 0.641, 0.010, 0.059, 0.086, 0.079, 0.129, 0.074, 0.077, 0.058, 0.074, -0.158, -0.073, -0.005, 0.077]}



We find entry two to be the most stable, with the next structure 0.0027 hartree higher.